# 1
ORCA calculation (ωB97M-V with the def2-TZVPD basis set) on a single C4H9NO2 molecule.

The geometry in XYZ format:
```
16
Properties=species:S:1:pos:R:3:nbo_charge:R:1
C 1.49659 -0.05525 -1.25504 -0.455
N 1.80323 0.28544 0.14659 -0.650
C 1.15036 0.69225 1.25002 0.318
O -0.16303 0.93958 1.19136 -0.538
C -1.10117 0.79557 0.10895 -0.118
C -1.81934 -0.53139 0.27281 -0.087
O -0.93895 -1.63073 0.15170 -0.720
H 2.41531 -0.43882 -1.71039 0.211
H 0.73116 -0.83583 -1.30497 0.231
H 1.17994 0.81808 -1.83836 0.196
H 2.77834 0.18734 0.38801 0.401
H -1.80308 1.62753 0.22154 0.198
H -0.63462 0.87468 -0.87169 0.181
H -2.33222 -0.54372 1.24502 0.173
H -2.57502 -0.64519 -0.51120 0.185
H -0.32454 -1.58816 0.89841 0.474
```

Output
Total charge: 0
Maximum force in eV/A: 0.438
Total energy in eV: -9876.49756
Frontier orbital gap in eV: 9.150
HOMO level in eV: -8.313

=====

# 2
ORCA calculation (ωB97M-V with the def2-TZVPD basis set) on 20 unconnected molecules or ions with the total composition H41O20 at a distorted geometry.

The geometry in XYZ format:
```
61
Properties=species:S:1:pos:R:3:nbo_charge:R:1
O -1.71254 -1.81199 0.18866 -1.023
H -1.48877 -2.69064 0.53842 0.498
O 2.24431 1.24087 0.25470 -0.996
H 2.44392 1.13561 -0.69001 0.491
H 3.13968 1.47139 0.55427 0.505
O -2.10621 1.94123 3.96156 -0.936
H -1.15610 2.02073 4.03495 0.466
H -2.24862 0.99464 3.98233 0.473
O 2.96479 -0.00727 -2.10318 -0.944
H 3.65774 0.22789 -2.73552 0.492
H 2.46220 -0.67313 -2.58923 0.484
O 4.73853 1.04180 1.69839 -0.935
H 0.40870 -1.44066 0.31619 0.478
H 5.48419 1.62189 1.52272 0.477
O 1.30030 -1.42812 0.67859 -0.971
H 0.35849 -4.29507 -2.62024 0.487
H 1.29743 -0.95531 1.51476 0.484
O 0.10395 -3.76283 -1.86626 -0.970
H 0.09465 -4.31383 -1.07956 0.484
H 3.97402 3.90625 -0.72250 0.472
O -4.77048 0.08418 -1.40839 -0.972
H -4.32379 -0.76246 -1.37589 0.508
H -4.89538 0.37011 -2.31633 0.498
O -4.22886 2.42988 -0.06876 -0.810
H -3.93892 2.70982 -1.00214 0.538
H 4.16331 1.53408 2.29405 0.474
O -1.81385 -0.95809 -2.38046 -0.966
H -0.97241 -0.47101 -2.44309 0.492
H -1.51620 -1.55754 -3.08896 0.484
O 0.07185 1.64018 1.84266 -1.002
H 0.31934 2.46419 2.26680 0.481
H 0.80523 1.41071 1.23117 0.522
O 3.08394 -1.56151 3.99024 -0.944
H 2.69632 -1.94023 4.78718 0.470
H 3.44046 -2.34260 3.55210 0.477
O 3.46658 -3.87180 -0.78906 -0.931
H 3.14660 -3.74552 0.11175 0.471
H 2.72107 -3.49344 -1.26607 0.461
O -0.97027 3.08008 -4.00622 -0.990
H -0.76851 3.72383 -4.68372 0.496
H -0.27057 2.46270 -3.78231 0.503
O -2.08467 1.20637 0.46394 -1.018
H -1.56515 1.53644 1.22210 0.547
H -1.89266 0.33898 0.10646 0.529
O -2.67974 3.12663 -2.07875 -0.960
H -2.45748 2.68713 -2.92373 0.525
H -2.15861 2.70843 -1.38108 0.480
O -2.30452 -4.00722 1.61648 -0.949
H -2.31007 -4.65841 0.90998 0.480
H -3.14246 -3.53811 1.62997 0.492
O 3.10111 3.74688 -0.35271 -0.949
H -3.30211 2.10295 0.23490 0.532
H 2.77272 4.60980 -0.08240 0.479
O 0.10673 -2.90215 4.27812 -0.932
H -0.13436 -3.03672 3.36397 0.468
H 0.67949 -2.13667 4.19642 0.462
O 0.43816 1.22057 -2.35004 -0.986
H 0.49484 0.97070 -1.42964 0.488
H 1.35734 0.99107 -2.60151 0.491
H -1.76798 -1.92356 -0.77937 0.498
H -4.55672 1.52793 -0.34672 0.546
```

Output
Total charge: +1
Maximum force in eV/A: 2.162
Total energy in eV: -41610.14731
Frontier orbital gap in eV: 10.373
HOMO level in eV: -13.106

=====

HOMO level of number 1 (C4H9NO2)?
-8.313 eV

=====

Which value of HOMO level does entry 1 give?
-8.313 eV

=====

maximum force of number 2 (H41O20)?
2.162 eV/A

=====

Please write out number 1 again, unchanged.
ORCA calculation (ωB97M-V with the def2-TZVPD basis set) on a single C4H9NO2 molecule.

The geometry in XYZ format:
```
16
Properties=species:S:1:pos:R:3:nbo_charge:R:1
C 1.49659 -0.05525 -1.25504 -0.455
N 1.80323 0.28544 0.14659 -0.650
C 1.15036 0.69225 1.25002 0.318
O -0.16303 0.93958 1.19136 -0.538
C -1.10117 0.79557 0.10895 -0.118
C -1.81934 -0.53139 0.27281 -0.087
O -0.93895 -1.63073 0.15170 -0.720
H 2.41531 -0.43882 -1.71039 0.211
H 0.73116 -0.83583 -1.30497 0.231
H 1.17994 0.81808 -1.83836 0.196
H 2.77834 0.18734 0.38801 0.401
H -1.80308 1.62753 0.22154 0.198
H -0.63462 0.87468 -0.87169 0.181
H -2.33222 -0.54372 1.24502 0.173
H -2.57502 -0.64519 -0.51120 0.185
H -0.32454 -1.58816 0.89841 0.474
```

Output
Total charge: 0
Maximum force in eV/A: 0.438
Total energy in eV: -9876.49756
Frontier orbital gap in eV: 9.150
HOMO level in eV: -8.313